No. 1
Computed, not measured: a molecular structure, H15NiO8 at a distorted geometry, with ωB97M-V/def2-TZVPD.

Structure (ORCA input):
```
! RIJCOSX wB97M-V def2-TZVPD def2/J DEFGRID3
* xyz 1 3
Ni 5.04723 4.86666 5.14011
O 4.43992 3.67312 6.62548
H 4.17492 2.97878 7.25967
O 6.76458 5.35496 6.24739
H 6.92608 6.27224 6.46823
H 7.19060 4.86088 6.94783
O 6.72568 3.29830 7.94725
H 5.88838 3.27620 7.48392
H 6.73760 2.49016 8.46007
O 4.02984 6.53152 5.94076
H 3.95412 7.47046 5.77077
H 3.55640 6.39734 6.76179
O 5.87014 6.11106 3.67892
H 6.69780 6.44966 3.33753
H 5.21607 6.75312 3.40292
O 5.80350 3.22372 4.17349
H 5.55448 2.98788 3.27985
H 6.39522 2.52410 4.45030
O 3.20928 5.18046 8.42623
H 2.71058 4.44482 8.78172
H 3.84080 4.77688 7.83082
O 3.30146 4.73946 3.86457
H 3.26468 4.54898 2.92724
H 2.39686 4.64768 4.16378
*
```

**Expectation value of S²**: 2.003
**E**: -2119.0260 Ha

***

No. 2
Computed, not measured: a single C8H12 molecule at a distorted geometry, with ωB97M-V/def2-TZVPD.

Structure (ORCA input):
```
! RIJCOSX wB97M-V def2-TZVPD def2/J DEFGRID3
* xyz 0 1
C -1.63203 -0.51766 -1.02713
C 0.42005 0.99379 0.22199
C -1.00122 0.52829 -0.13529
C -0.18994 -1.02732 -0.74201
C -0.04219 -0.34368 0.57273
C 0.39696 2.23422 1.03703
C 0.86787 -1.02485 -1.90539
C -0.00178 -1.21952 1.72659
H -2.56216 -0.91676 -0.59811
H -2.01169 -0.25396 -2.02962
H 1.17648 1.10228 -0.50757
H -0.29539 2.98380 0.60913
H 1.41510 2.62494 1.09183
H 0.03722 2.15498 2.14705
H 1.72598 -0.46695 -1.40516
H 0.50101 -0.63800 -2.89142
H 1.12051 -2.09659 -2.07733
H 1.00626 -1.63057 1.76431
H -0.78409 -1.93344 1.53875
H -0.14694 -0.55299 2.60960
*
```

**Structure (SMILES)**: C[C@H]1[C@]2(C)[C@@]3(C)C[C@]132
**Energy above the lowest of the compared OMol25 structures with the same formula, charge and spin**: 116.34 kcal/mol

***

No. 3
Computed, not measured: a molecular structure, C14H49B2O7PtSr at a distorted geometry, with ωB97M-V/def2-TZVPD.

Structure (ORCA input):
```
! RIJCOSX wB97M-V def2-TZVPD def2/J DEFGRID3
* xyz 1 3
Pt 1.30246 -0.61961 -1.47576
Sr 2.47231 0.37908 2.18217
B 0.28226 0.22715 0.41390
H -0.77432 0.04760 0.28891
H 0.78588 -0.72634 0.37577
H 0.75175 0.84970 -0.33193
H 0.42661 0.48786 1.45094
B 0.75247 -2.85560 -0.98903
H 0.36210 -2.87243 0.01674
H 0.19882 -2.15874 -1.59904
H 1.80535 -2.62088 -0.96457
H 0.60582 -3.86945 -1.32792
C 5.71330 -0.49926 -0.76903
C 4.32499 -0.13164 -1.19994
O 3.32130 -0.37934 -0.26571
H 6.47522 -0.43184 -1.54558
H 5.76722 -1.55368 -0.49814
H 6.09747 -0.10405 0.17135
H 4.04929 -0.72553 -2.07136
H 4.20339 0.89084 -1.55752
C -2.35249 1.74879 -2.02276
C -1.60553 0.80587 -2.91829
O -0.81073 -0.06612 -2.06147
H -3.17173 2.26363 -2.52463
H -1.57875 2.38390 -1.59142
H -2.78294 1.19836 -1.18619
H -1.00290 1.33314 -3.65784
H -2.30991 0.26071 -3.54658
H -1.36167 -0.29669 -1.30986
C -0.12397 4.43361 2.54483
C 0.52984 3.52513 1.46787
O 1.53896 2.83338 2.03499
H -0.74456 3.86710 3.23913
H -0.78274 5.02103 1.90527
H 0.60745 5.14174 2.93428
H 0.80762 4.10516 0.58782
H -0.27938 2.90103 1.08871
H 2.16542 3.44242 2.43276
C -4.23185 -0.83857 2.29463
C -3.14584 -0.05739 2.99202
O -2.63643 0.90434 2.07453
H -3.90448 -1.18074 1.31287
H -5.12283 -0.22594 2.15701
H -4.44217 -1.75943 2.83858
H -2.32290 -0.75111 3.16417
H -3.35921 0.28590 4.00431
H -1.70370 0.75121 1.90664
C 1.38819 -3.16176 4.15026
C 0.76225 -2.39106 3.10148
O 1.68126 -2.01001 2.13145
H 2.09455 -2.56873 4.73119
H 2.00066 -4.01236 3.85117
H 0.61619 -3.60107 4.78201
H 0.16573 -1.55224 3.46013
H 0.06735 -3.06873 2.60553
H 1.57915 -2.60906 1.38828
C 1.08583 3.62247 -3.62205
C 1.94973 2.85098 -2.74346
O 1.55223 1.44876 -2.77212
H 1.14394 3.35365 -4.67678
H 1.18023 4.70491 -3.53537
H 0.02270 3.75731 -3.42292
H 1.76341 3.04074 -1.68639
H 3.00067 2.93709 -3.01949
H 1.52666 1.33762 -3.72532
C -4.11880 -3.00584 -1.54004
C -2.70851 -2.93560 -0.96752
O -2.02191 -4.08001 -1.32368
H -4.54056 -3.99615 -1.71180
H -4.16211 -2.47514 -2.49114
H -4.77595 -2.31798 -1.00797
H -2.77968 -2.73034 0.10061
H -2.19027 -2.00302 -1.19072
H -1.07921 -3.89873 -1.33097
*
```

**Expectation value of S²**: 2.005
**E**: -1288.6039 Ha

***

No. 4
Computed, not measured: a single C18H27N3O3S molecule at a distorted geometry, with ωB97M-V/def2-TZVPD.

Structure (ORCA input):
```
! RIJCOSX wB97M-V def2-TZVPD def2/J DEFGRID3
* xyz 0 1
C 4.83216 1.17321 -1.39694
C 4.17822 0.84346 -0.09011
C 4.47584 1.56213 1.06037
C 3.87309 1.25252 2.26771
C 2.97606 0.19853 2.35405
C 2.68995 -0.53450 1.20680
C 3.27424 -0.21041 -0.00180
H 3.01490 -0.77349 -0.88616
H 2.00525 -1.36809 1.26738
C 2.24423 -0.11687 3.63359
N 0.82977 0.18050 3.47965
C -0.06408 -0.78384 3.16704
O 0.20304 -1.96525 3.25392
C -1.45946 -0.28802 2.76398
C -2.22528 -1.44149 2.10442
C -1.60099 -1.77721 0.75209
N -1.60354 -0.59817 -0.09611
S -1.24872 -0.86873 -1.70053
O 0.14962 -0.70740 -1.97115
O -1.87549 -2.09723 -2.08794
N -2.03851 0.47506 -2.32952
C -1.70738 0.72316 -3.72293
H -0.65115 0.50872 -3.87396
C -2.64311 -0.18632 -4.52961
H -2.86654 0.22949 -5.51061
H -2.17635 -1.16251 -4.65542
C -3.89324 -0.31166 -3.64256
H -4.16737 -1.35665 -3.51595
H -4.74242 0.22501 -4.06456
C -3.48050 0.30172 -2.28953
H -3.72291 -0.33516 -1.44139
H -3.93387 1.28625 -2.14386
H -1.90146 1.77985 -3.93180
C -0.84701 0.50334 0.45876
C -1.45913 0.90366 1.79907
H -0.92596 1.76701 2.20203
H -2.49516 1.20593 1.62956
H -0.90959 1.31855 -0.26383
H 0.21122 0.22973 0.57890
H -2.17472 -2.54325 0.22989
H -0.58007 -2.15007 0.90249
H -2.17505 -2.32478 2.74053
H -3.26878 -1.15606 1.96569
H -1.96840 -0.00003 3.69262
H 0.59715 1.14867 3.32790
H 2.64331 0.46412 4.46929
H 2.31085 -1.18303 3.86520
H 4.10576 1.83411 3.14951
H 5.17942 2.38165 1.01128
H 5.69449 0.52414 -1.55398
H 5.17786 2.20444 -1.41273
H 4.13979 1.01527 -2.22074
*
```

**Structure (SMILES)**: Cc1ccc(CNC(=O)C2CCN(S(=O)(=O)N3CCCC3)CC2)cc1
**Energy above the lowest of the compared OMol25 structures with the same formula, charge and spin**: 18.75 kcal/mol

***

No. 5
Computed, not measured: 2 unconnected molecules or ions with the total composition C5H5N at a distorted geometry, with ωB97M-V/def2-TZVPD.

Structure (ORCA input):
```
! RIJCOSX wB97M-V def2-TZVPD def2/J DEFGRID3
* xyz 0 1
C -0.23478 -1.81062 -0.62974
C 0.21382 -0.67738 -0.54378
C -1.48848 0.48326 1.58411
C 0.75074 0.63251 -0.35222
C 1.87278 1.00215 -0.89967
N -2.46441 -0.09419 1.86870
H 0.06048 1.37028 0.03432
H 2.44389 0.28793 -1.53387
H 2.33022 2.06501 -0.96714
H -0.40988 -2.75661 -1.12272
H -3.07438 -0.50235 2.56200
*
```

**Energy above the lowest of the compared OMol25 structures with the same formula, charge and spin**: 102.36 kcal/mol

***

No. 6
Computed, not measured: a molecular structure, C3H7N3OS at a distorted geometry, with ωB97M-V/def2-TZVPD.

Structure (ORCA input):
```
! RIJCOSX wB97M-V def2-TZVPD def2/J DEFGRID3
* xyz 0 1
C 0.66812 0.74228 -0.96537
C -0.10967 -0.53658 1.02527
C -1.31566 -1.08257 0.28954
H 1.91764 1.98447 -2.10914
H 2.50429 1.59929 -0.54122
H 1.46857 0.84683 0.98744
H -0.41982 -1.54753 2.46114
H -1.03426 -1.72565 -0.49123
H -1.86518 -1.79720 0.94536
H -1.85477 0.32295 -0.75937
N 1.81270 1.38525 -1.30795
N 0.69730 0.39346 0.38058
N 0.33360 -0.94002 2.12833
O -2.20493 -0.10645 0.02757
S -0.59793 0.46145 -2.07094
*
```

**Energy above the lowest of the compared OMol25 structures with the same formula, charge and spin**: 31.29 kcal/mol